Entry from the OMol25 dataset: a cluster of 7 separate species, C38H75IN2O11 in total at a distorted geometry (ωB97M-V with the def2-TZVPD basis set).

Structure (XYZ):
```
127
Properties=species:S:1:pos:R:3:forces:R:3:mulliken_charge:R:1
C -2.592158 2.396339 1.782822 0.1 0.0 -0.2 -1.230
C -1.876677 2.787130 0.488507 0.3 -0.1 0.2 -0.388
C -0.356805 2.941256 0.684463 0.1 0.0 0.1 -0.804
C 0.472686 2.268945 -0.404807 -0.1 -0.1 0.1 -0.226
N 1.853406 2.062030 0.072090 0.2 0.1 0.2 0.011
C 2.856191 2.123703 -0.891844 -0.4 -0.4 0.1 0.191
O 3.580057 3.048332 -1.086743 0.5 0.4 0.1 -0.570
O 2.912829 1.017146 -1.707974 -0.3 -0.1 -0.2 -0.141
C 3.365282 -0.226764 -1.186951 0.1 0.0 -0.1 -0.255
I 3.240274 -1.534071 -2.957303 0.0 0.0 0.0 0.099
C 4.820149 -0.134223 -0.765021 0.0 -0.4 0.1 -0.702
C 5.332739 -1.407443 -0.109731 -0.3 -0.2 -0.8 0.818
C 6.623001 -1.942984 -0.545059 0.5 0.7 1.8 -0.722
O 6.432220 -1.220924 0.746357 0.0 -0.2 -0.5 -0.583
O 2.653853 -0.709293 -0.142764 0.0 0.0 0.0 -0.183
C 1.268283 -0.993931 -0.286778 -0.2 -0.1 0.1 -0.923
C 0.991420 -2.479578 -0.085348 0.2 0.1 0.1 -0.791
N 1.743069 -2.999587 1.052245 -0.2 0.2 0.1 0.089
C 1.185882 -4.243751 1.573168 0.0 0.0 0.0 -1.130
C 2.193475 -5.058313 2.377463 0.1 -0.1 -0.2 0.602
C 2.940364 -4.222989 3.406974 -0.3 -0.1 -0.1 -1.342
O 3.071753 -5.680316 1.444302 0.1 0.1 0.1 -0.574
H -2.651158 3.248092 2.462203 -0.1 -0.1 0.0 0.148
H -3.604234 2.045423 1.575978 0.0 0.1 0.1 0.413
H -2.062950 1.594636 2.300510 0.0 0.0 0.0 0.486
H -2.288648 3.725766 0.116154 -0.1 -0.1 -0.2 0.193
H -2.048353 2.007948 -0.259356 -0.1 0.1 -0.1 0.446
H -0.078470 3.998170 0.740448 0.0 0.0 0.1 0.312
H -0.064216 2.493215 1.641687 -0.1 0.0 0.0 0.459
H 0.482940 2.886129 -1.308951 -0.1 -0.1 0.0 0.226
H 0.016038 1.306941 -0.644531 0.1 0.1 -0.1 0.121
H 2.088734 2.686534 0.833023 -0.1 0.3 -0.2 0.271
H 5.420018 0.075831 -1.648238 0.0 0.3 0.1 0.490
H 4.921579 0.675666 -0.037521 0.0 0.1 -0.1 0.295
H 4.566299 -2.125456 0.177914 0.1 0.1 0.3 0.280
H 7.257452 -1.370494 -1.209106 -0.1 -0.2 -0.3 0.285
H 6.909050 -2.949094 -0.282444 -0.1 -0.3 -0.6 0.166
H 0.753090 -0.416796 0.486813 0.1 0.0 0.0 0.266
H 0.898077 -0.651567 -1.255292 0.0 -0.1 0.0 0.737
H -0.096296 -2.571359 0.067660 0.0 0.0 -0.2 0.388
H 1.273840 -3.051467 -0.972093 -0.1 0.0 0.0 0.251
H 1.709275 -2.300291 1.787665 0.2 0.0 0.0 0.173
H 0.859527 -4.851928 0.725818 0.1 0.0 0.0 0.427
H 0.296647 -4.055072 2.194106 0.0 -0.1 0.0 0.446
H 1.640940 -5.847141 2.908407 -0.1 0.1 0.0 0.235
H 2.206231 -3.781588 4.087824 0.1 0.0 0.1 0.360
H 3.508888 -3.423656 2.929812 0.0 0.0 0.0 0.188
H 3.617274 -4.855553 3.984402 0.0 0.1 0.0 0.416
H 3.910881 -5.863840 1.883666 0.0 -0.1 0.0 0.302
C 1.085232 -5.861605 -6.339322 0.0 -0.1 0.1 -0.246
C 0.290878 -5.276726 -5.172765 0.0 0.0 0.0 -0.656
C 1.309892 -4.329423 -4.552012 0.0 0.0 0.0 -0.303
O 2.128201 -3.865761 -5.627057 0.1 0.1 0.0 -0.390
C 1.885776 -4.651309 -6.796206 0.0 0.0 0.0 -0.245
H 0.465280 -6.266132 -7.135985 0.0 0.0 0.0 0.053
H 1.754256 -6.647940 -5.981123 0.0 0.0 0.0 0.285
H -0.567914 -4.716733 -5.549490 0.0 0.0 0.0 0.286
H -0.070376 -6.024655 -4.468012 0.0 0.0 0.0 0.371
H 1.942102 -4.845388 -3.820404 0.0 0.0 0.0 0.231
H 0.857952 -3.465659 -4.062195 0.0 0.0 0.0 0.199
H 1.313481 -4.056326 -7.515820 0.0 0.0 0.0 0.135
H 2.844436 -4.913479 -7.246721 0.0 0.0 0.0 0.247
C 8.424835 -5.320383 2.913815 0.0 0.0 0.0 -0.605
C 8.513415 -6.845667 2.963301 0.0 0.0 0.0 -0.561
C 7.106913 -7.220202 3.411157 0.0 0.0 0.0 -0.533
O 6.240994 -6.215992 2.878285 -0.2 0.0 0.0 -0.370
C 7.010565 -5.113503 2.390690 0.0 0.1 0.0 -0.112
H 9.177125 -4.856917 2.277522 0.0 0.0 0.0 0.337
H 8.522618 -4.903105 3.917796 0.0 0.0 0.0 0.288
H 8.712925 -7.244496 1.966699 0.0 0.0 0.0 0.262
H 9.280291 -7.219007 3.640200 0.0 0.0 0.0 0.343
H 7.023462 -7.218886 4.503038 0.0 0.0 0.0 0.287
H 6.783322 -8.193601 3.041311 0.0 0.0 0.0 0.290
H 6.984695 -5.126642 1.295883 0.0 0.0 0.0 0.106
H 6.555397 -4.184020 2.737239 0.0 0.0 0.0 0.253
C -4.870774 6.932528 2.884943 0.0 0.0 0.1 -0.300
C -3.930218 7.516404 1.832031 0.0 0.0 0.0 -0.537
C -3.318614 6.254323 1.236164 0.0 0.0 0.0 -0.369
O -4.321264 5.243920 1.329093 0.0 0.0 0.0 -0.365
C -5.383250 5.685849 2.176451 0.0 0.0 0.0 -0.402
H -5.673275 7.610000 3.175854 0.0 0.0 0.0 0.176
H -4.307379 6.656498 3.779802 0.0 0.0 0.0 0.235
H -4.503485 8.056081 1.075285 0.0 0.0 0.0 0.206
H -3.180404 8.193266 2.239835 0.0 0.0 0.0 0.378
H -2.436019 5.937090 1.805539 0.0 0.0 0.0 0.191
H -3.030127 6.367817 0.189948 0.0 0.0 0.0 0.316
H -6.259101 5.914162 1.560352 0.0 0.0 0.0 0.260
H -5.644299 4.877844 2.861931 0.0 0.0 0.0 0.204
C -1.361948 -6.164050 -11.449527 0.0 0.0 0.0 -0.577
C -0.062374 -5.405944 -11.716521 0.0 0.0 0.0 -0.569
C 0.150438 -4.688136 -10.389717 0.0 0.0 0.0 -0.408
O -0.405337 -5.537996 -9.384398 0.0 0.0 0.0 -0.295
C -1.183228 -6.570087 -9.992181 0.0 0.0 0.0 -0.478
H -1.514061 -7.018886 -12.106697 0.0 0.0 0.0 0.327
H -2.217883 -5.494470 -11.555215 0.0 0.0 0.0 0.265
H 0.752209 -6.108604 -11.903486 0.0 0.0 0.0 0.276
H -0.120401 -4.718970 -12.559310 0.0 0.0 0.0 0.346
H -0.371786 -3.725733 -10.371199 0.0 0.0 0.0 0.270
H 1.202140 -4.513434 -10.159262 0.0 0.0 0.0 0.257
H -0.643327 -7.519934 -9.910472 0.0 0.0 0.0 0.299
H -2.126341 -6.662169 -9.452320 0.0 0.0 0.0 0.294
C -7.818620 11.481607 4.383529 0.0 0.0 0.0 -0.551
C -6.889148 12.072634 3.324346 0.0 0.0 0.0 -0.533
C -6.285152 10.814702 2.713084 0.0 0.0 0.0 -0.363
O -7.288886 9.803528 2.810295 0.0 -0.1 0.0 -0.392
C -8.341362 10.240193 3.671623 0.0 0.0 0.0 -0.378
H -8.616891 12.154958 4.691639 0.0 0.0 0.0 0.341
H -7.247764 11.199351 5.270545 0.0 0.0 0.0 0.266
H -7.468194 12.617942 2.576461 0.0 0.0 0.0 0.261
H -6.134736 12.745572 3.728865 0.0 0.0 0.0 0.331
H -5.397271 10.491930 3.268823 0.0 0.0 0.0 0.217
H -6.009621 10.935455 1.664730 0.0 0.0 0.0 0.300
H -9.223835 10.472904 3.066373 0.0 0.0 0.0 0.249
H -8.596011 9.428392 4.353922 0.0 0.0 0.0 0.262
C -3.581084 2.656402 6.813124 0.0 0.0 0.0 -0.495
C -4.551081 1.508407 6.536519 0.0 0.0 0.0 -0.522
C -4.258126 1.210068 5.071168 0.0 0.0 0.0 -0.373
O -2.878131 1.514008 4.872228 0.0 -0.1 0.0 -0.323
C -2.368080 2.234550 5.992735 0.0 0.0 0.0 -0.404
H -3.347807 2.790716 7.868298 0.0 0.0 0.0 0.342
H -3.990181 3.594239 6.430989 0.0 0.0 0.0 0.211
H -4.301967 0.645789 7.157854 0.0 0.0 0.0 0.266
H -5.594921 1.764703 6.711419 0.0 0.0 0.0 0.324
H -4.861025 1.842432 4.409570 0.0 0.0 0.0 0.170
H -4.430496 0.167549 4.801243 0.0 0.0 0.0 0.292
H -1.707606 1.578804 6.570503 0.0 0.0 0.0 0.258
H -1.781397 3.079585 5.628739 0.0 0.0 0.0 0.267
```
Forces are in eV/Å.

The electronic energy is -2727.5867 hartree. Its SMILES is CCCCNC(=O)O[C@@](I)(C[C@H]1CO1)OCCNC[C@H](C)O.C1CCOC1.C1CCOC1.C1CCOC1.C1CCOC1.C1CCOC1.C1CCOC1. Its spin multiplicity is 1.